[1]
ORCA calculation (ωB97M-V with the def2-TZVPD basis set) on a single C14H15O3PS molecule.

Computed properties:
Orbital gap   9.544 eV
E_LUMO   0.4 eV

Element x y z (Å)
O (-4.729, 1.181, 1.462)
O (2.571, -0.347, -3.396)
O (0.385, 0.758, -2.556)
C (1.379, -3.189, 1.015)
C (1.119, -1.853, 1.326)
C (1.779, -3.481, -0.299)
C (-1.453, 0.059, -1.207)
C (-0.458, 2.203, -0.814)
C (-2.406, 0.330, -0.215)
C (-1.371, 2.481, 0.208)
C (1.335, -0.835, 0.415)
C (1.906, -2.496, -1.287)
C (-0.469, 1.013, -1.522)
C (-2.361, 1.540, 0.518)
C (1.735, -1.166, -0.899)
S (-3.532, 1.872, 1.916)
C (-2.967, 0.758, 3.248)
C (2.999, 1.523, -1.583)
P (1.910, 0.199, -2.170)
H (1.236, -3.971, 1.753)
H (0.776, -1.553, 2.310)
H (1.954, -4.524, -0.555)
H (-1.475, -0.861, -1.763)
H (0.223, 2.974, -1.089)
H (-3.181, -0.381, -0.018)
H (-1.330, 3.397, 0.787)
H (1.168, 0.219, 0.662)
H (2.113, -2.782, -2.297)
H (-3.571, 0.967, 4.169)
H (-1.856, 0.870, 3.374)
H (-3.168, -0.289, 2.921)
H (4.037, 1.314, -1.944)
H (2.650, 2.493, -1.970)
H (3.055, 1.578, -0.500)

---

[2]
ORCA calculation (ωB97M-V with the def2-TZVPD basis set) on 11 unconnected molecules or ions with the total composition C16H54N4O11.

Computed properties:
Orbital gap   8.777 eV
SMILES string   NC(N)=O.NC(N)=O.CCO.CCO.CCO.CCO.CCO.CO.CO.CO.CO
E_LUMO   0.4 eV

Element x y z (Å)
C (-20.777, -9.098, -10.288)
C (-19.827, -8.029, -9.894)
O (-18.508, -8.504, -9.728)
H (-21.727, -8.605, -10.438)
H (-20.945, -9.803, -9.498)
H (-20.546, -9.581, -11.239)
H (-20.134, -7.313, -9.078)
H (-19.737, -7.323, -10.732)
H (-17.989, -7.796, -9.298)
C (-18.693, -8.331, -15.210)
C (-19.027, -9.262, -14.062)
O (-18.976, -8.517, -12.900)
H (-17.890, -7.611, -14.956)
H (-19.468, -7.677, -15.510)
H (-18.328, -8.767, -16.158)
H (-18.408, -10.163, -14.009)
H (-20.073, -9.586, -14.157)
H (-18.814, -9.146, -12.191)
C (-17.282, -4.898, -13.326)
C (-16.819, -5.824, -12.228)
O (-16.706, -5.119, -10.970)
H (-17.445, -5.392, -14.267)
H (-16.567, -4.079, -13.496)
H (-18.159, -4.464, -12.995)
H (-15.912, -6.269, -12.345)
H (-17.601, -6.589, -12.117)
H (-16.655, -5.779, -10.298)
C (-18.295, -6.875, -5.803)
C (-17.300, -5.869, -5.188)
O (-16.186, -5.934, -6.015)
H (-18.612, -6.547, -6.806)
H (-19.114, -6.970, -5.121)
H (-17.867, -7.907, -5.721)
H (-17.013, -6.214, -4.159)
H (-17.724, -4.933, -4.940)
H (-15.786, -6.795, -5.807)
C (-19.961, -9.368, -6.586)
C (-20.817, -10.608, -6.551)
O (-20.070, -11.568, -5.800)
H (-18.903, -9.614, -6.907)
H (-19.912, -8.841, -5.608)
H (-20.337, -8.606, -7.258)
H (-21.185, -11.059, -7.451)
H (-21.662, -10.269, -6.004)
H (-20.617, -12.409, -5.828)
C (-19.422, -4.010, -10.220)
O (-19.045, -5.027, -9.365)
N (-18.614, -3.154, -10.842)
N (-20.709, -3.693, -10.346)
H (-17.606, -3.562, -10.904)
H (-18.970, -2.388, -11.408)
H (-21.319, -4.379, -9.813)
H (-20.980, -3.559, -11.306)
C (-17.691, -11.529, -10.531)
O (-17.887, -10.885, -11.710)
N (-17.074, -12.670, -10.545)
N (-17.975, -11.034, -9.397)
H (-16.856, -13.130, -11.492)
H (-17.015, -13.178, -9.660)
H (-18.269, -10.020, -9.480)
H (-17.483, -11.251, -8.487)
C (-21.601, -6.094, -12.714)
O (-20.232, -5.956, -13.176)
H (-21.994, -5.224, -12.216)
H (-21.703, -6.883, -11.938)
H (-22.170, -6.394, -13.547)
H (-19.737, -6.735, -13.149)
C (-15.632, -7.587, -8.896)
O (-16.809, -6.860, -8.572)
H (-15.829, -8.651, -9.050)
H (-14.876, -7.268, -8.140)
H (-15.180, -7.147, -9.847)
H (-16.773, -6.538, -7.627)
C (-20.668, -13.584, -9.699)
O (-19.949, -12.963, -8.634)
H (-20.984, -14.546, -9.346)
H (-20.090, -13.777, -10.624)
H (-21.536, -12.970, -9.946)
H (-19.349, -12.295, -9.074)
C (-23.530, -5.002, -9.049)
O (-22.191, -5.315, -8.695)
H (-24.065, -5.766, -8.614)
H (-23.738, -4.880, -10.160)
H (-23.687, -4.054, -8.522)
H (-22.193, -5.786, -7.862)

---

[3]
ORCA calculation (ωB97M-V with the def2-TZVPD basis set) on a single C5H6S2 molecule.

Computed properties:
Orbital gap   8.053 eV
SMILES string   S=C1C[C@@H]2C[C@H]2S1
E_LUMO   -0.4 eV

Element x y z (Å)
C (1.651, 0.385, 0.147)
C (0.848, -0.795, -0.065)
C (-0.418, -0.266, 0.538)
C (-1.880, 0.003, -0.005)
C (-0.513, 0.923, -0.277)
H (1.305, -1.553, 0.521)
H (0.681, -1.160, -1.063)
H (-0.554, -0.074, 1.718)
H (-2.868, 0.343, 0.735)
H (-2.092, -0.678, -1.058)
H (-0.270, 0.778, -1.331)
S (3.281, 0.155, 0.034)
S (0.829, 1.939, 0.104)